No. 1
DFT (wB97M-V/def2-TZVPD) results for a structure of composition C20H12Cl5IMnN2O2Te4.

XYZ file:
```
47
Properties=species:S:1:pos:R:3:forces:R:3
Mn 0.689 0.986 -2.440 -1.8 -6.4 3.6
C -3.037 -0.605 -2.757 0.2 0.1 -0.1
C -2.962 -0.794 -1.275 -0.1 -0.3 0.3
N -3.765 -1.660 -0.713 0.0 0.1 0.0
C -3.667 -1.878 0.623 -0.2 -0.2 0.2
C -2.715 -1.318 1.427 0.2 0.0 0.0
C -2.659 -1.655 2.900 0.0 -0.1 0.0
O -3.856 -2.237 3.407 0.0 0.0 0.1
C -1.756 -0.444 0.844 -0.3 -0.2 -0.2
C -0.573 -0.058 1.576 -0.1 0.1 0.1
N 0.391 0.562 1.016 0.4 -0.4 0.2
C 1.601 0.876 1.635 0.0 0.1 0.2
C 2.165 0.326 2.787 0.0 0.0 -0.2
C 3.428 0.744 3.190 0.0 -0.1 0.1
C 4.149 1.683 2.467 0.0 0.1 -0.1
C 3.610 2.231 1.303 -0.3 0.0 0.3
C 2.341 1.838 0.930 0.0 -0.8 0.0
I 1.282 2.480 -0.749 1.5 3.6 1.9
C -1.952 -0.070 -0.523 0.5 0.3 0.0
O -1.292 0.856 -1.099 0.5 -0.4 -0.3
H -3.321 -1.540 -3.240 -0.1 0.0 0.1
H -2.067 -0.287 -3.137 0.0 0.0 0.0
H -3.753 0.174 -3.028 0.0 0.0 0.0
H -4.375 -2.589 1.033 0.0 0.0 0.0
H -2.413 -0.754 3.472 0.0 0.0 0.0
H -1.874 -2.389 3.099 0.0 0.0 0.0
H -4.587 -1.673 3.133 0.0 0.0 -0.1
H -0.497 -0.324 2.639 -0.2 -0.1 0.0
H 1.644 -0.459 3.323 0.0 0.0 0.1
H 3.875 0.298 4.071 0.0 0.0 0.0
H 5.139 1.974 2.794 0.0 0.0 0.0
H 4.158 2.960 0.721 0.0 0.0 -0.1
Te -2.583 3.364 -2.274 -1.6 0.5 0.8
Te -3.212 6.507 -5.883 -0.4 0.2 0.0
Te -1.761 4.670 -4.575 -1.2 2.4 -1.8
Te -0.326 2.675 -3.266 -0.5 3.4 -3.7
Cl -0.556 -3.026 -1.312 -0.1 0.2 0.0
C 0.792 -1.916 -1.296 0.2 -0.3 -0.2
C 0.866 -0.913 -2.273 1.6 -0.4 0.1
C 2.137 -0.264 -2.301 0.6 -1.3 0.4
Cl 2.447 0.814 -3.697 1.6 0.0 -1.6
C 3.219 -0.490 -1.416 -0.1 -0.3 -0.3
Cl 4.744 0.300 -1.610 -0.1 0.1 0.0
C 3.042 -1.460 -0.461 -0.1 -0.1 -0.1
Cl 4.361 -1.908 0.563 -0.1 0.1 0.1
C 1.818 -2.175 -0.407 0.0 -0.1 0.2
Cl 1.662 -3.434 0.781 0.0 0.1 0.0
```
Forces are in eV/Å.

- Relative energy (zero: lowest compared OMol25 entry of this formula, charge and spin): 92.2 kcal per mole
- Charge: -2
- LUMO energy (spin up / spin down): 3.67 / 3.65 eV
- Kohn-Sham gap (spin up / spin down): 4.4 / 4.4 eV
- Spin multiplicity: 2

Here are the Löwdin charges for atoms 1 to 2, given in e: -0.640 -0.043

***

No. 2
DFT (wB97M-V/def2-TZVPD) results for a structure of composition C20H12Cl5N4O3STi.

XYZ file:
```
46
Properties=species:S:1:pos:R:3:forces:R:3
Ti 0.272 -0.854 0.610 1.1 -0.8 1.4
N -1.920 -1.262 4.454 0.1 -0.1 0.0
C -1.119 -0.905 3.383 -0.1 0.0 0.0
S 0.005 -2.095 2.776 -0.1 0.3 0.0
N -1.250 0.311 2.946 0.2 -0.1 -0.1
N -0.385 0.563 1.902 -0.4 0.6 0.3
C -0.306 1.807 1.465 0.1 0.1 0.0
C 0.601 2.018 0.404 -0.1 0.1 0.1
C 0.784 3.249 -0.265 0.1 0.0 0.0
C 1.689 3.332 -1.282 0.0 0.0 -0.1
C 2.427 2.179 -1.649 0.0 0.1 0.0
C 2.186 1.010 -0.982 -0.1 -0.1 0.1
N 1.296 0.892 0.023 0.0 0.6 -0.3
H -2.073 -2.252 4.547 0.0 0.0 0.0
H -2.738 -0.685 4.569 0.0 0.0 0.0
H -0.897 2.600 1.907 0.0 0.0 0.0
H 0.191 4.102 0.037 0.0 0.0 0.0
H 1.834 4.265 -1.812 0.0 0.0 0.0
H 3.157 2.206 -2.445 0.0 0.0 0.0
H 2.711 0.098 -1.243 0.0 0.0 0.0
Cl 3.645 -0.368 1.816 -0.1 0.0 0.0
C 3.299 -1.853 0.965 0.1 0.0 0.0
C 2.019 -2.057 0.456 0.8 -0.8 -0.2
C 1.824 -3.313 -0.116 0.1 0.0 0.0
Cl 0.209 -3.709 -0.671 0.1 0.0 0.0
C 2.811 -4.286 -0.235 -0.1 -0.1 -0.1
Cl 2.474 -5.821 -0.960 0.0 0.0 0.0
C 4.085 -4.013 0.247 0.1 0.0 0.0
Cl 5.347 -5.186 0.096 0.0 0.0 0.0
C 4.329 -2.789 0.861 0.0 0.1 0.0
Cl 5.911 -2.456 1.482 -0.1 0.0 0.0
O -1.064 1.201 -3.081 0.0 -0.1 -0.1
C -2.179 1.286 -2.340 -0.1 0.0 -0.1
C -3.127 2.248 -2.700 0.0 0.0 0.0
C -4.299 2.368 -1.982 0.0 0.0 0.0
C -4.562 1.544 -0.888 0.1 0.0 0.0
C -3.626 0.594 -0.528 -0.1 0.1 0.1
C -2.439 0.452 -1.242 0.1 -0.1 0.0
C -1.448 -0.556 -0.806 -0.9 0.0 -0.7
O -1.631 -1.259 0.233 -1.0 0.1 -0.4
O -0.338 -0.688 -1.422 -0.1 0.1 -0.4
H -0.515 0.474 -2.710 0.0 0.1 0.1
H -2.913 2.885 -3.548 0.0 0.0 0.0
H -5.022 3.120 -2.275 0.0 0.0 0.0
H -5.479 1.652 -0.325 0.0 0.0 0.0
H -3.776 -0.049 0.330 0.0 0.0 0.0
```
Forces are in eV/Å.

- Relative energy (zero: lowest compared OMol25 entry of this formula, charge and spin): 4.1 kcal per mole
- Charge: -1
- LUMO energy (spin up / spin down): 2.59 / 2.49 eV
- Kohn-Sham gap (spin up / spin down): 5.7 / 7.4 eV
- Spin multiplicity: 3

Here are the Löwdin charges for atoms 1 to 2, given in e: 0.711 0.035

***

No. 3
DFT (wB97M-V/def2-TZVPD) results for a structure of composition C20H12Cl9IN2O3STc.

XYZ file:
```
49
Properties=species:S:1:pos:R:3:forces:R:3
Tc -0.331 -0.035 -0.598 -0.1 0.3 0.0
Cl 1.197 3.137 6.206 0.0 0.0 0.0
C 0.792 2.610 4.621 0.0 0.0 0.0
C 1.575 1.662 3.972 0.0 0.0 0.0
Cl 2.959 1.014 4.758 0.0 0.0 0.0
C 1.246 1.234 2.689 0.0 0.0 0.0
Cl 2.234 0.065 1.902 0.0 0.0 0.0
C 0.129 1.748 2.014 -0.1 0.0 0.0
O -0.227 1.393 0.791 0.2 0.0 0.0
C -0.658 2.695 2.695 0.0 0.0 0.0
Cl -2.051 3.312 1.898 0.0 0.0 0.0
C -0.332 3.123 3.975 0.0 0.0 0.0
Cl -1.321 4.282 4.770 0.0 0.0 0.0
Cl -0.110 -2.026 1.265 0.0 -0.2 0.1
C -1.215 -3.131 0.471 0.1 0.1 0.1
C -1.956 -3.977 1.268 0.0 0.0 0.0
C -2.828 -4.868 0.660 0.0 0.0 0.0
C -2.934 -4.895 -0.719 0.0 0.0 0.0
C -2.176 -4.028 -1.490 0.0 0.0 -0.1
Cl -2.359 -4.105 -3.214 0.0 0.0 0.0
C -1.291 -3.107 -0.924 0.0 0.0 0.0
S -0.310 -2.020 -1.908 -0.1 -0.1 0.0
H -1.850 -3.937 2.343 0.0 0.0 0.0
H -3.418 -5.544 1.262 0.0 0.0 0.0
H -3.606 -5.585 -1.211 0.0 0.0 0.0
I -2.248 2.748 -1.818 0.0 0.0 0.0
C -0.859 1.190 -2.195 0.0 0.0 -0.1
H 0.040 1.683 -2.550 0.0 0.0 0.0
H -1.271 0.599 -3.006 0.0 0.0 0.0
N -3.293 -0.820 -2.153 0.1 0.0 0.0
C -3.491 -0.585 -0.838 0.0 0.0 0.1
C -4.807 -0.625 -0.328 0.0 0.0 0.0
C -5.036 -0.371 0.992 0.0 0.0 0.1
C -3.954 -0.075 1.829 0.0 0.0 0.0
C -2.709 -0.041 1.276 0.0 0.0 -0.1
N -2.447 -0.286 -0.036 0.0 0.0 0.0
H -4.074 -1.176 -2.676 0.0 0.0 0.0
H -2.379 -1.129 -2.460 0.0 0.0 0.0
H -5.615 -0.863 -1.007 0.0 0.0 0.0
H -6.045 -0.403 1.383 0.0 0.0 0.0
H -4.081 0.143 2.879 0.0 0.0 0.0
H -1.851 0.198 1.883 0.0 0.0 0.0
Cl 2.225 3.444 -2.541 0.0 0.0 0.0
C 2.051 2.533 -1.023 0.0 0.0 -0.2
Cl 3.027 3.240 0.266 0.0 0.0 0.0
C 2.479 1.074 -1.277 0.0 -0.1 0.2
O 3.600 0.795 -1.586 0.0 0.1 0.0
O 1.526 0.168 -1.128 0.1 0.0 -0.1
H 1.016 2.613 -0.719 0.0 0.0 0.0
```
Forces are in eV/Å.

- Relative energy (zero: lowest compared OMol25 entry of this formula, charge and spin): 0.0 kcal per mole
- LUMO energy (spin up / spin down): -0.61 / -1.63 eV
- Kohn-Sham gap (spin up / spin down): 8.0 / 7.2 eV
- Spin multiplicity: 4

Here are the Löwdin charges for atoms 1 to 2, given in e: 1.306 0.687

***

No. 4
DFT (wB97M-V/def2-TZVPD) results for a cluster of 2 separate species, C20H12N5O9S in total.

XYZ file:
```
47
Properties=species:S:1:pos:R:3:forces:R:3
C 6.224 2.360 1.283 -0.1 -0.1 -0.1
C 5.270 2.368 2.308 -0.1 -0.1 -0.3
C 3.918 2.223 2.000 0.2 0.0 -0.3
C 3.524 2.102 0.661 0.4 -0.2 -0.1
S 1.791 2.327 0.235 -0.5 -1.3 -0.1
C 1.026 0.785 0.208 -0.4 0.3 0.7
C -0.197 0.543 0.927 1.8 0.5 -0.5
O -0.419 -0.539 1.499 -0.9 -0.2 -0.3
C -1.197 1.681 0.936 -0.5 -0.4 0.1
C -1.382 2.496 -0.188 -0.1 0.0 0.1
C -2.267 3.576 -0.138 0.1 -0.2 0.3
C -2.993 3.831 1.034 0.3 -0.2 -0.1
C -2.876 2.962 2.130 0.1 -0.1 -0.3
C -2.003 1.870 2.064 -0.1 0.3 0.0
O 1.323 3.124 1.349 -0.4 0.5 -0.1
O 1.804 2.877 -1.104 0.4 0.7 -0.1
C 4.479 1.989 -0.354 0.0 0.1 0.4
C 5.833 2.132 -0.041 -0.1 -0.1 0.2
H 7.277 2.512 1.521 -0.2 -0.1 -0.1
H 5.564 2.486 3.353 0.0 0.0 -0.3
H 3.171 2.218 2.791 0.1 0.2 -0.3
H 1.696 -0.032 -0.028 0.0 0.0 0.2
H -0.833 2.263 -1.105 -0.1 0.2 0.4
H -2.363 4.213 -1.020 -0.1 -0.1 0.3
H -3.642 4.708 1.082 0.1 -0.3 0.0
H -3.469 3.130 3.032 0.2 0.0 -0.3
H -1.930 1.156 2.889 0.1 0.3 -0.3
H 4.159 1.804 -1.377 0.0 0.2 0.2
H 6.570 2.064 -0.843 -0.1 0.1 0.3
O -1.480 -6.420 -3.791 -0.3 0.5 0.8
N -1.537 -5.920 -2.682 0.6 1.4 1.1
C -1.566 -4.635 -2.169 0.3 -2.1 -1.4
C -1.518 -4.732 -0.770 -0.7 -2.1 1.3
N -1.449 -6.044 -0.379 -0.1 2.6 -1.0
O -1.425 -6.754 -1.542 0.1 0.1 -0.6
C -1.800 -3.536 0.014 0.0 1.7 -1.1
N -2.312 -3.591 1.375 -0.7 1.0 2.4
O -2.860 -2.541 1.778 1.0 -2.0 -0.8
O -2.256 -4.628 2.058 0.3 1.3 -1.7
C -1.902 -2.286 -0.635 -0.1 -1.5 1.8
C -2.102 -2.280 -2.018 -0.6 0.3 -2.8
N -2.856 -1.395 -2.807 0.7 -0.4 1.7
O -3.293 -0.270 -2.622 0.5 -1.4 -0.3
O -3.200 -2.087 -3.970 0.7 0.4 0.0
N -2.613 -3.333 -4.017 1.3 0.2 2.5
C -1.937 -3.430 -2.829 -2.5 0.2 -2.2
H -1.953 -1.349 -0.099 -0.3 -0.1 0.6
```
Forces are in eV/Å.

- Relative energy (zero: lowest compared OMol25 entry of this formula, charge and spin): 21.2 kcal per mole
- Charge: -1
- LUMO energy: 0.05 eV
- Kohn-Sham gap: 4.3 eV

Here are the Löwdin charges for atoms 1 to 2, given in e: -0.105 -0.091

***

No. 5
DFT (wB97M-V/def2-TZVPD) results for the molecule C20H13BrN4O2.

XYZ file:
```
40
Properties=species:S:1:pos:R:3:forces:R:3
O -1.020 -0.651 -1.408 0.1 -0.2 -0.1
C -0.720 -1.388 -0.496 0.1 0.1 -0.2
N 0.124 -1.014 0.523 0.4 0.0 0.5
N 0.952 0.101 0.390 0.1 -0.4 -0.2
C 0.460 1.358 0.136 0.0 0.4 -0.1
C -0.992 1.581 0.171 -0.5 0.1 0.2
C -1.567 2.389 -0.806 0.1 -0.2 0.2
C -2.928 2.618 -0.813 -0.1 0.0 0.0
C -3.712 2.046 0.176 -0.1 0.0 0.0
Br -5.591 2.336 0.166 0.2 0.0 0.0
C -3.154 1.269 1.177 -0.2 0.0 0.0
C -1.792 1.039 1.173 0.2 0.2 -0.1
N 1.226 2.358 -0.120 -0.6 0.2 0.0
C 2.580 2.192 -0.105 0.6 -0.5 0.1
C 3.404 3.285 -0.400 0.1 -0.1 0.0
C 4.772 3.144 -0.363 -0.1 0.1 0.0
C 5.357 1.920 -0.032 0.0 -0.2 0.1
C 4.566 0.833 0.258 0.0 0.0 0.0
C 3.174 0.958 0.224 0.0 0.5 -0.1
C 2.322 -0.183 0.484 -0.2 -0.3 0.0
O 2.665 -1.318 0.762 0.1 0.0 0.0
C -1.314 -2.736 -0.298 -0.2 -0.4 -0.1
C -2.637 -2.942 -0.685 0.2 0.0 0.1
C -3.196 -4.196 -0.520 0.1 0.1 0.0
C -2.405 -5.199 0.023 -0.3 0.0 -0.1
N -1.139 -5.022 0.361 0.3 -0.5 0.2
C -0.603 -3.828 0.200 -0.1 0.5 -0.1
H 0.615 -1.738 1.046 -0.2 0.3 -0.1
H -0.935 2.817 -1.567 0.1 0.0 -0.1
H -3.380 3.228 -1.579 0.0 0.0 0.0
H -3.778 0.847 1.950 0.0 0.0 0.0
H -1.357 0.444 1.963 0.0 0.0 0.0
H 2.938 4.224 -0.652 -0.1 0.1 0.0
H 5.404 3.989 -0.591 0.0 0.1 0.0
H 6.432 1.830 -0.006 0.1 0.0 0.0
H 4.990 -0.127 0.512 0.1 -0.1 0.0
H -3.199 -2.118 -1.099 0.0 0.1 -0.1
H -4.218 -4.391 -0.803 -0.1 0.0 0.0
H -2.794 -6.195 0.189 -0.1 -0.1 0.0
H 0.447 -3.760 0.457 0.1 0.1 0.0
```
Forces are in eV/Å.

- LUMO energy: 0.01 eV
- Kohn-Sham gap: 8.7 eV
- SMILES: O=C(Nn1c(-c2ccc(Br)cc2)nc2ccccc2c1=O)c1cccnc1

Here are the Löwdin charges for atoms 1 to 2, given in e: 0.119 -0.409

***

no.,largest force on an atom (eV Å⁻¹)
1,7.6
2,2.0
3,0.4
4,3.3
5,0.8